Record 1
# C15H26InN6O7

A molecular structure, C15H26InN6O7 (the ωB97M-V functional and the def2-TZVPD basis, the OMol25 dataset).

**Energy above the lowest of the compared OMol25 structures with the same formula, charge and spin**: 0.0 kJ/mol
**LUMO level (alpha / beta)**: -6.7 / -6.7 eV
**Net charge**: +1
**Frontier orbital gap (alpha / beta)**: 4.55 / 4.55 eV

```
55
Properties=species:S:1:pos:R:3:forces:R:3
O -2.03947 -3.22516 -0.67696 -1.434 -1.852 1.211
H -1.95986 -4.12983 -1.05097 -0.276 0.798 0.564
In 0.01173 -0.55117 0.02974 0.993 -1.444 -1.481
N -2.03761 -0.61880 0.85534 0.215 -0.925 4.043
N -1.33664 0.97510 -1.04477 1.606 3.141 -1.594
N 1.74245 -1.08151 1.17262 2.716 0.859 0.286
N 1.66357 0.83718 -0.55211 3.144 -0.009 1.470
O -2.23661 -0.91538 2.05205 -0.067 0.864 -3.508
O 1.73706 -2.15466 1.96587 -0.157 0.448 0.097
O 1.54955 1.92940 -1.32238 -1.320 0.248 -0.721
O -0.95189 1.94295 -1.81817 -1.972 -3.064 1.808
C -2.67024 0.73115 -0.96997 -1.599 -1.105 0.777
C -3.06383 -0.17980 0.04350 -0.705 1.290 -1.512
C 2.88639 -0.42903 0.98645 -2.028 -2.023 1.204
C 2.85424 0.64063 0.01984 -2.524 1.199 -1.652
C -4.43336 -0.64544 0.34255 -0.345 0.160 -0.045
H -4.52579 -1.72456 0.15796 0.221 0.150 0.022
H -5.17908 -0.12193 -0.25731 0.155 -0.147 0.123
H -4.63865 -0.47293 1.40504 0.037 -0.091 -0.092
C -3.59909 1.44108 -1.88891 -0.481 -0.049 0.099
H -3.41717 1.11303 -2.92153 0.001 0.177 0.213
H -3.45231 2.52842 -1.82565 0.090 -0.331 -0.096
H -4.63699 1.21629 -1.62296 0.296 0.103 -0.213
C 4.09449 -0.77848 1.78202 0.388 -0.269 -0.026
C 4.04546 1.49083 -0.25821 0.078 0.196 0.081
H 3.95303 -1.74537 2.27859 0.029 0.324 -0.186
H 4.29270 -0.02142 2.55606 -0.119 -0.120 -0.235
H 4.98127 -0.83254 1.13990 -0.140 0.043 0.130
H 3.74537 2.34729 -0.86761 0.206 -0.193 0.127
H 4.82343 0.91542 -0.78102 -0.256 0.120 0.061
H 4.49423 1.84242 0.68299 -0.164 -0.078 -0.253
H 0.77008 -2.57926 1.68108 -0.109 -0.483 0.051
H 0.52804 1.96877 -1.54648 1.999 0.114 -0.088
C -0.20488 -1.85076 -1.72327 0.245 0.841 -0.813
H -1.14279 -2.44770 -1.61402 1.090 1.068 -0.308
H 0.64505 -2.53824 -1.71411 0.099 0.237 -0.022
H -0.22646 -1.26833 -2.65039 0.349 0.014 0.040
O -0.33186 -3.06621 1.06839 0.981 -1.012 0.626
H -1.32932 -3.14500 0.12667 -0.803 -0.396 -0.927
H -0.01046 -4.00170 0.95315 -0.414 1.400 0.207
N 0.45038 6.31735 2.09796 -0.029 0.037 -0.108
C 0.23396 5.24398 1.27979 -0.051 0.864 -0.726
O 0.17932 5.36671 0.05681 -0.017 -0.401 1.287
C 0.08647 3.90487 1.94113 -0.158 -0.900 0.080
C 0.16726 3.68057 3.32330 0.188 -0.214 -0.209
C 0.10505 2.37445 3.81415 -0.157 -0.373 -0.556
C -0.03352 1.31336 2.90050 0.244 0.942 0.952
N -0.11136 1.53560 1.59299 -0.581 -0.587 -0.395
C -0.11412 2.78269 1.11556 0.254 0.544 0.773
H 0.54207 7.22234 1.65027 -0.026 -0.323 0.061
H 0.48959 6.30696 3.10961 -0.054 -0.199 -0.503
H 0.29804 4.51738 4.01317 -0.047 -0.385 -0.143
H 0.16115 2.14427 4.87271 -0.013 0.179 -0.117
H -0.09820 0.27986 3.25382 0.138 0.296 -0.175
H -0.28773 2.90198 0.05439 0.290 0.317 0.308
```
Forces are in eV/Å.

***

Record 2
# C15H26N2O2S

C15H26N2O2S in the gas phase (the ωB97M-V functional and the def2-TZVPD basis, the OMol25 dataset).

**SMILES string**: CSCCC(=O)N1CCC(CCC(=O)NC2CC2)CC1
**Energy above the lowest of the compared OMol25 structures with the same formula, charge and spin**: 106.2 kJ/mol
**LUMO level**: 0.8 eV
**Frontier orbital gap**: 9.17 eV

```
46
Properties=species:S:1:pos:R:3:forces:R:3
C 3.96007 0.70651 1.49594 -0.080 0.331 -0.465
H 4.67599 1.01177 2.25156 0.048 -0.035 0.104
H 2.95797 0.71674 1.91593 -0.050 -0.084 0.131
H 4.22104 -0.28123 1.12203 0.013 -0.127 0.074
S 4.08912 1.91108 0.14148 -0.034 -0.097 -0.013
C 2.71987 1.34368 -0.91643 0.250 0.192 0.355
C 1.36719 1.75571 -0.36054 0.129 -0.223 -0.214
C 0.23901 1.17924 -1.19544 0.162 0.115 0.259
O 0.45056 0.51349 -2.19995 0.187 -0.047 -0.306
N -1.01220 1.44669 -0.76886 -0.313 -0.158 -0.046
C -1.30972 2.13539 0.47010 0.097 0.402 0.412
H -0.65772 1.75004 1.25577 -0.056 0.094 -0.073
C -2.75902 1.89149 0.88218 0.032 -0.175 -0.056
H -3.42988 2.55428 0.33134 -0.034 0.063 0.031
H -2.86314 2.12397 1.94258 -0.007 0.059 0.003
C -3.17927 0.44327 0.61132 -0.140 0.072 0.062
C -2.35184 -0.58762 1.41751 0.008 0.013 -0.011
C -1.19462 -1.30916 0.71289 -0.161 0.139 0.306
C 0.16345 -0.99226 1.30020 -0.046 -0.158 -0.196
O 0.37590 -0.10366 2.10840 -0.081 0.212 0.312
N 1.17868 -1.75529 0.84139 0.740 0.065 -0.063
C 1.09394 -2.84849 -0.07062 -0.288 -0.278 -0.095
C 2.24332 -3.08976 -0.99918 0.060 -0.064 0.027
C 0.93990 -2.59370 -1.54479 -0.072 -0.026 -0.085
H 0.32698 -3.27692 -2.11225 -0.032 -0.149 0.013
H 0.88966 -1.57114 -1.88755 0.033 0.091 0.104
H 2.54019 -4.10917 -1.19191 -0.044 -0.084 0.050
H 3.07086 -2.39718 -0.96603 0.031 0.149 0.024
H 0.59624 -3.72307 0.34270 0.094 -0.006 -0.152
H 2.09020 -1.54102 1.22492 -0.177 0.020 0.068
H -1.33739 -2.38968 0.76958 0.026 -0.011 -0.114
H -1.12803 -1.05804 -0.34417 0.015 -0.135 -0.088
H -3.04450 -1.34879 1.78043 0.029 0.020 0.014
H -1.94355 -0.08496 2.29716 -0.055 -0.075 0.049
C -3.18313 0.22883 -0.91081 0.006 0.092 0.079
C -2.14539 1.12167 -1.61157 -0.151 -0.168 -0.418
H -1.75061 0.63384 -2.50487 -0.106 0.156 0.107
H -2.61820 2.06252 -1.91784 0.014 -0.069 -0.024
H -4.16602 0.49042 -1.30657 -0.005 -0.041 -0.031
H -3.01827 -0.82186 -1.14675 -0.022 -0.036 -0.068
H -4.21093 0.34311 0.96536 0.097 0.015 -0.039
H -1.12408 3.21339 0.36679 -0.013 -0.047 0.059
H 1.27009 1.40943 0.66892 -0.041 0.101 -0.014
H 1.28365 2.84518 -0.35262 -0.025 0.002 0.077
H 2.89238 1.79047 -1.89428 0.002 -0.111 -0.028
H 2.79122 0.26080 -1.01344 -0.041 0.000 -0.123
```
Forces are in eV/Å.

***

Record 3
# C15H26N5O5STc

A molecular structure, C15H26N5O5STc (the ωB97M-V functional and the def2-TZVPD basis, the OMol25 dataset).

**⟨S²⟩**: 3.78
**Multiplicity**: 4
**Energy above the lowest of the compared OMol25 structures with the same formula, charge and spin**: 0.0 kJ/mol
**LUMO level (alpha / beta)**: -10.6 / -12.2 eV
**Net charge**: +3
**Frontier orbital gap (alpha / beta)**: 7.29 / 5.76 eV

```
53
Properties=species:S:1:pos:R:3:forces:R:3
Tc -0.11562 0.08661 0.45686 -0.760 0.471 -0.912
C 0.34317 -2.75715 1.48460 0.408 0.077 0.076
C 1.70957 -2.17375 1.15187 -0.221 -0.237 -0.045
N 1.72658 -0.69140 1.36536 0.163 0.095 -0.002
C 1.94525 -0.26962 2.78399 -0.138 0.058 0.244
C 0.70198 -0.34355 3.66278 -0.001 0.081 -0.081
S -0.81286 0.26155 2.80705 0.133 -0.043 -0.181
C -1.95111 -1.17578 2.88401 -0.070 -0.013 -0.125
C -2.02514 -1.93325 1.55868 -0.294 0.020 0.214
N -0.71870 -1.93236 0.83446 -0.229 0.002 -0.259
H 0.29596 -3.78863 1.13452 -0.100 0.007 0.002
H 0.17024 -2.77984 2.55674 -0.095 0.040 0.000
H 2.48575 -2.65935 1.74541 0.020 0.039 0.004
H 1.93053 -2.35232 0.09917 0.063 0.081 0.009
H 2.55293 -0.35833 0.86640 -0.104 0.005 -0.114
H 2.71984 -0.89084 3.23982 0.063 0.051 -0.051
H 2.31755 0.75474 2.77028 0.003 -0.005 -0.094
H 0.50510 -1.34433 4.03718 -0.068 -0.006 -0.014
H 0.83396 0.30691 4.52709 0.005 -0.033 0.026
H -1.64598 -1.79053 3.72979 0.095 0.047 0.001
H -2.93187 -0.76622 3.12544 0.007 -0.002 0.013
H -2.36119 -2.95678 1.74264 0.102 -0.022 -0.032
H -2.75533 -1.45881 0.90568 0.051 -0.007 -0.032
H -0.91423 -2.34711 -0.07944 0.056 0.058 0.003
O -1.86869 6.53209 0.33541 0.038 0.545 0.088
C -2.19675 5.29869 -0.01106 0.199 -0.550 -0.135
O -3.28545 5.02593 -0.38834 -0.208 -0.374 -0.076
C -1.11165 4.23068 0.11097 0.029 -0.603 -0.008
C 0.22764 4.43977 0.41958 -0.317 0.128 -0.068
N 0.84139 3.26008 0.49547 0.376 -0.122 0.189
N -0.00133 2.25124 0.25132 -0.673 -0.736 -0.198
C -1.21057 2.81468 -0.00839 0.118 0.533 0.149
C -2.30843 1.82237 -0.38223 -0.007 1.648 -0.243
O -3.35403 2.08442 -0.85615 -0.040 0.017 0.079
O -1.89978 0.55833 -0.16972 1.500 -1.373 0.796
H -0.96575 6.70989 0.61555 0.051 -0.114 0.019
H 0.78717 5.34992 0.57533 0.019 -0.015 0.003
H 1.82309 3.10925 0.66992 0.021 -0.047 -0.041
C 2.55032 -0.89231 -3.25566 0.347 -0.009 0.022
N 1.15616 -1.31741 -3.38440 -0.080 0.268 0.506
C 0.82266 -2.03593 -4.61394 -0.218 -0.120 -0.553
C 0.25407 -1.01801 -2.48670 -0.028 -0.229 -0.694
C -1.18591 -1.29952 -2.77418 -0.086 0.026 0.111
O 0.63091 -0.44998 -1.38088 -0.128 0.306 1.067
H 2.86439 -0.42817 -4.18941 -0.082 -0.009 -0.019
H 3.19576 -1.75302 -3.07517 -0.081 -0.028 -0.008
H 2.66059 -0.17419 -2.45126 -0.042 -0.006 -0.025
H 1.72464 -2.49941 -5.00388 0.040 -0.011 0.108
H 0.44021 -1.36112 -5.38305 0.043 0.107 0.120
H 0.07991 -2.81043 -4.44204 0.076 -0.004 0.094
H -1.46666 -0.83301 -3.72095 -0.004 0.002 0.017
H -1.82153 -0.88817 -1.99636 -0.037 0.019 0.011
H -1.38874 -2.36652 -2.89018 0.088 -0.008 0.039
```
Forces are in eV/Å.

***

Record 4
# C15H26N6OP

2 unconnected molecules or ions with the total composition C15H26N6OP (the ωB97M-V functional and the def2-TZVPD basis, the OMol25 dataset).

**Energy above the lowest of the compared OMol25 structures with the same formula, charge and spin**: 147.9 kJ/mol
**LUMO level**: -4.4 eV
**Net charge**: +1
**Frontier orbital gap**: 5.89 eV

```
49
Properties=species:S:1:pos:R:3:forces:R:3
C 0.83133 7.42172 -1.64207 -0.408 -0.396 -0.904
C 0.59900 6.21747 -2.30713 0.550 -0.137 1.220
C 0.97884 5.08124 -1.58225 -0.464 -0.066 -0.984
C 1.51740 5.24654 -0.33319 0.152 -1.089 0.922
N 1.94695 4.00569 0.36943 -0.108 2.178 -0.737
C 3.15414 4.04168 0.90439 0.703 -1.301 0.851
C 3.61016 2.87537 1.53736 -0.537 0.474 -0.480
C 2.73336 1.82055 1.51840 0.124 -1.051 0.504
C 1.45218 1.91838 0.94392 0.346 -0.061 0.038
N 1.07054 3.03528 0.36406 -0.079 -0.628 0.066
N 1.72592 6.34834 0.36565 -0.492 -0.276 -1.669
C 1.35383 7.40718 -0.36237 0.352 1.636 0.989
H 0.60284 8.36821 -2.12238 0.023 -0.095 0.220
H 0.16661 6.12386 -3.29638 0.088 0.175 0.114
H 0.84991 4.08910 -2.00386 0.069 0.117 0.173
H 3.76100 4.93688 0.83797 -0.418 0.050 -0.196
H 4.60122 2.82645 1.97305 -0.170 -0.025 -0.032
H 3.01425 0.86515 1.95765 -0.053 0.176 -0.059
H 0.75570 1.07087 0.93506 0.245 0.314 -0.032
H 1.48588 8.37333 0.12876 0.012 -0.263 -0.045
O 0.32014 -1.53244 0.56764 -1.738 2.856 -2.089
P -0.81325 -2.38775 0.03023 2.068 -6.412 3.642
N -1.49910 -2.80999 1.55941 -0.266 0.643 0.331
C -2.14852 -4.05382 1.93127 -0.334 -0.349 -0.375
C -2.00094 -1.68843 2.35075 0.273 0.388 -0.097
N 0.17464 -3.67169 -0.54922 0.375 0.170 -0.260
C 0.00090 -5.07165 -0.20609 -0.484 -0.194 -0.352
C 1.59456 -3.39549 -0.73326 0.087 0.283 0.127
N -2.15924 -3.03518 -0.88652 0.229 3.146 -1.399
C -1.91144 -3.06805 -2.35430 0.169 -0.416 -0.290
C -3.40895 -2.24783 -0.72830 -0.340 -0.164 0.571
H -3.10977 -4.22524 1.42872 -0.005 -0.030 -0.010
H -2.34368 -4.07040 3.00475 0.028 0.292 -0.013
H -1.51528 -4.91781 1.75850 0.009 0.065 -0.198
H -2.95442 -1.29678 1.97151 -0.084 -0.018 0.169
H -1.28755 -0.86233 2.34991 0.040 -0.067 -0.116
H -2.14415 -1.97041 3.39423 0.012 -0.163 -0.064
H 0.38380 -5.29369 0.79697 -0.015 -0.044 0.004
H 0.54074 -5.70434 -0.91584 0.114 0.121 -0.001
H -1.04011 -5.38234 -0.27997 -0.043 0.131 0.136
H 2.14119 -3.41954 0.21749 0.078 0.038 -0.043
H 1.74778 -2.42406 -1.19787 0.002 0.025 0.128
H 2.04277 -4.13338 -1.40266 -0.187 -0.132 0.042
H -1.69698 -2.07157 -2.75028 -0.136 -0.004 -0.097
H -2.78599 -3.46624 -2.87002 -0.131 0.116 0.189
H -1.08375 -3.72084 -2.61235 0.100 0.054 0.253
H -3.25554 -1.18791 -0.94538 -0.127 0.003 -0.123
H -3.81553 -2.33663 0.27786 0.217 -0.017 0.084
H -4.18338 -2.62743 -1.39326 0.158 -0.057 -0.107
```
Forces are in eV/Å.

***

Record 5
# C15H26NO

A gas-phase ion, C15H26NO (charge +1) (the ωB97M-V functional and the def2-TZVPD basis, the OMol25 dataset).

**SMILES string**: CCC[NH+](CCC)[C@H](OC)c1ccc(C)cc1
**Energy above the lowest of the compared OMol25 structures with the same formula, charge and spin**: 111.7 kJ/mol
**LUMO level**: -2.2 eV
**Net charge**: +1
**Frontier orbital gap**: 9.98 eV

```
43
Properties=species:S:1:pos:R:3:forces:R:3
C 2.80933 1.07674 -1.61844 -0.167 -0.504 0.237
O 1.49720 1.16837 -1.02231 0.148 -0.199 0.695
C 0.72180 0.04243 -0.79744 1.112 0.768 -1.406
C -0.72727 0.46991 -1.04488 -0.543 -0.376 0.162
C -1.70270 -0.51692 -1.25518 -0.208 0.018 0.304
C -3.02692 -0.15772 -1.53861 0.149 -0.230 0.397
C -3.42031 1.18071 -1.65969 0.744 -0.065 0.067
C -4.82394 1.57236 -1.99478 -0.435 0.038 -0.016
C -2.43309 2.15754 -1.49233 0.141 -0.122 0.392
C -1.12429 1.81605 -1.14399 0.440 0.026 0.323
H 3.19244 2.10016 -1.66124 -0.097 -0.278 0.151
H 3.45510 0.44194 -0.98756 -0.059 0.328 -0.448
H 2.76318 0.68713 -2.64884 -0.129 -0.014 0.400
H 1.00944 -0.75638 -1.54921 -0.314 0.434 1.195
H -1.45059 -1.57979 -1.07527 -0.193 0.580 -0.414
H -3.79699 -0.92757 -1.59138 0.267 0.070 -0.158
H -4.89732 2.66158 -2.06412 -0.023 -0.195 -0.225
H -5.09161 1.10850 -2.95465 -0.150 0.277 0.246
H -5.57710 1.27438 -1.24236 0.490 -0.143 -0.267
H -2.70607 3.21397 -1.57455 0.141 -0.377 0.044
H -0.41663 2.61608 -0.88505 -0.266 -0.455 -0.433
C 4.21585 -2.48746 0.10637 0.362 -0.126 -0.259
C 2.72090 -2.36582 0.30662 0.046 0.387 0.395
C 2.37484 -1.11217 1.09248 -0.476 0.499 -0.279
N 0.96449 -0.60940 0.68888 0.304 -0.043 -0.501
C 0.37897 0.22094 1.79179 -0.210 0.296 0.181
C -1.05000 -0.21769 2.11733 0.487 0.116 -0.517
C -1.60211 0.61855 3.24697 -0.189 0.110 0.184
H 4.45352 -3.45052 -0.35540 0.065 0.250 -0.040
H 4.56503 -1.67136 -0.53996 0.119 -0.281 0.120
H 4.77276 -2.44545 1.05356 -0.251 0.068 -0.202
H 2.17224 -2.34109 -0.63604 0.236 -0.256 -0.153
H 2.36805 -3.20418 0.90184 -0.209 -0.256 -0.198
H 2.37072 -1.36089 2.16702 -0.399 0.293 -0.423
H 3.07178 -0.26430 0.99063 -0.328 -0.333 -0.257
H 0.39417 -1.44201 0.52240 -0.025 -0.111 0.695
H 1.00050 0.12620 2.69651 -0.063 -0.038 -0.502
H 0.45172 1.26566 1.45530 -0.215 -0.250 0.141
H -1.62084 -0.11696 1.18836 -0.239 -0.022 0.436
H -1.04237 -1.27456 2.39953 0.035 -0.059 -0.039
H -2.62115 0.30925 3.49445 0.114 0.190 -0.076
H -1.00088 0.50005 4.15513 -0.047 0.060 -0.129
H -1.59188 1.67376 2.95812 -0.162 -0.075 0.177
```
Forces are in eV/Å.